## a
# H13O6

A 6-piece molecular cluster, H13O6 overall (the ωB97M-V functional and the def2-TZVPD basis, the Open Molecules 2025 dataset).

Summary:
Gap between HOMO and LUMO, eV: 10.5
Net charge: +1

Each atom is followed by the atoms it is bonded to, with distances in Å.
Geometry (Å):
1 O 3.24259 1.15794 -0.15237  H2 0.972, H3 0.963
2 H 2.95702 1.96382 -0.61391  O1 0.972
3 H 3.99100 1.39713 0.40425  O1 0.963
4 O -1.91037 -5.71717 -1.55035  H5 0.967, H6 0.963
5 H -2.04398 -6.64084 -1.80481  O4 0.967
6 H -1.29351 -5.34355 -2.18907  O4 0.963
7 O 0.03592 2.83718 2.88999  H8 0.958, H9 0.963
8 H -0.74601 3.38248 2.79689  O7 0.958
9 H 0.52834 3.19038 3.63787  O7 0.963
10 O -0.04931 -0.82245 -0.09186  H11 0.966, H12 0.972
11 H -0.00087 -1.76119 -0.31613  O10 0.966
12 H -0.34355 -0.43377 -0.93242  O10 0.972
13 O -2.27319 0.80748 -1.97403  H14 0.953, H15 0.962
14 H -2.63889 -0.05423 -2.15276  O13 0.953
15 H -2.99201 1.44689 -1.95345  O13 0.962
16 O 0.92630 1.13473 1.02279  H17 1.042, H18 1.007, H19 0.992
17 H 0.31323 0.32445 0.79015  O16 1.042
18 H 1.80608 1.33099 0.57343  O16 1.007
19 H 0.49122 1.79973 1.61580  O16 0.992


## b
# H13O6

A 6-piece molecular cluster, H13O6 overall (the ωB97M-V functional and the def2-TZVPD basis, the Open Molecules 2025 dataset).

Summary:
Gap between HOMO and LUMO, eV: 11.3
Net charge: +1

Each atom is followed by the atoms it is bonded to, with distances in Å.
Geometry (Å):
1 O 2.68451 1.75382 -2.43525  H2 0.959, H3 1.037
2 H 3.59598 1.78989 -2.73270  O1 0.959
3 H 2.68538 2.72205 -2.06479  O1 1.037
4 O 1.67292 -0.59417 -2.00061  H5 0.960, H6 0.979
5 H 1.94157 -0.80438 -2.89845  O4 0.960
6 H 2.02418 0.31131 -1.87761  O4 0.979
7 O -0.03474 0.27345 2.21727  H8 0.964, H9 0.980
8 H -0.44612 1.06205 2.58870  O7 0.964
9 H 0.19696 -0.23214 3.02445  O7 0.980
10 O -2.25123 -2.17992 0.63634  H11 0.976, H17 1.006
11 H -2.06139 -3.13565 0.58335  O10 0.976
12 H -0.55014 -1.22081 -0.38536  O13 0.966
13 O 0.21304 -0.73645 -0.04478  H12 0.966, H14 1.060, H15 1.044
14 H 0.77886 -0.62795 -0.93430  O13 1.060
15 H 0.15221 -0.71115 0.99693  O13 1.044
16 O -3.02811 1.35712 1.16599  H18 0.909, H19 1.021
17 H -2.53142 -2.10463 1.59980  O10 1.006
18 H -2.37025 0.76377 1.36744  O16 0.909
19 H -2.67222 2.31383 1.19358  O16 1.021


What should be chosen as the most stable of them? Choose a.